1.
Density functional theory data (ωB97M-V/def2-TZVPD) for a structure of composition C23H15N7SSe2SnTe2.

Positions of all 51 atoms, in Å:
Sn (0.703, -2.118, -0.417)
S (-2.005, -3.160, 7.163)
N (-2.222, -1.903, 6.173)
C (-1.611, -2.202, 5.038)
C (-1.549, -1.356, 3.860)
C (-2.128, -0.090, 3.799)
C (-2.024, 0.637, 2.635)
C (-1.343, 0.070, 1.560)
N (-0.785, -1.125, 1.611)
C (-0.870, -1.839, 2.737)
C (-0.206, -3.158, 2.755)
N (0.460, -3.549, 1.656)
C (1.086, -4.715, 1.655)
C (1.078, -5.577, 2.751)
C (0.395, -5.197, 3.881)
C (-0.261, -3.965, 3.893)
C (-0.988, -3.475, 5.051)
N (-1.138, -4.119, 6.197)
H (-2.640, 0.299, 4.670)
H (-2.454, 1.624, 2.546)
H (-1.246, 0.598, 0.617)
H (1.617, -4.963, 0.739)
H (1.607, -6.517, 2.699)
H (0.360, -5.822, 4.763)
Se (2.403, -3.955, -1.750)
Te (4.594, -3.628, -0.600)
Te (4.481, -0.957, -0.448)
Se (2.463, -0.893, 1.067)
C (0.838, 0.721, -4.449)
C (0.837, -0.292, -3.502)
N (1.105, -0.069, -2.220)
C (1.380, 1.172, -1.831)
C (1.360, 2.265, -2.691)
C (1.100, 2.015, -4.036)
C (1.648, 3.617, -2.170)
C (0.960, 4.733, -2.405)
C (-0.302, 4.876, -3.161)
C (-1.332, 3.940, -3.129)
C (-2.464, 4.223, -3.867)
N (-2.595, 5.338, -4.583)
C (-1.567, 6.176, -4.526)
N (-0.436, 6.013, -3.851)
H (0.646, 0.495, -5.488)
H (0.634, -1.322, -3.774)
H (1.636, 1.292, -0.782)
H (1.120, 2.829, -4.749)
H (2.529, 3.695, -1.541)
H (1.345, 5.672, -2.025)
H (-1.255, 3.034, -2.547)
H (-3.301, 3.533, -3.887)
H (-1.662, 7.098, -5.089)

Computed properties:
Spin multiplicity   1
Largest force on an atom   0.80 eV/A
LUMO level   -0.951 eV
Kohn-Sham gap   5.7 eV

2.
Density functional theory data (ωB97M-V/def2-TZVPD) for a structure of composition C23H16AsEuO5 at a distorted geometry.

Positions of all 46 atoms, in Å:
O (0.198, 0.623, -6.949)
C (0.278, 0.140, -5.899)
Eu (-0.825, -0.368, -3.634)
O (-3.309, 1.256, -5.886)
C (-2.352, 0.878, -5.396)
C (-2.577, -0.808, -1.893)
O (-3.561, -1.119, -1.353)
C (0.555, -2.274, -2.392)
O (0.829, -3.246, -1.819)
C (-1.638, -2.784, -4.234)
O (-2.223, -3.773, -4.290)
H (0.737, -1.797, -3.802)
C (-1.080, 4.207, 2.304)
C (0.177, 3.980, 1.720)
C (0.426, 2.815, 0.972)
C (-0.577, 1.846, 0.840)
C (-1.853, 2.077, 1.380)
C (-2.106, 3.268, 2.090)
As (-0.233, 0.203, -0.157)
C (1.750, 0.115, 0.060)
C (2.477, -0.065, -1.105)
C (3.874, -0.177, -1.091)
C (4.568, -0.112, 0.169)
C (3.833, 0.070, 1.342)
C (2.431, 0.183, 1.337)
C (-0.715, -0.963, 1.420)
C (-0.639, -0.600, 2.781)
C (-1.118, -1.512, 3.737)
C (-1.645, -2.750, 3.383)
C (-1.670, -3.097, 2.018)
C (-1.198, -2.211, 1.024)
H (-1.266, 5.064, 2.975)
H (0.977, 4.704, 1.904)
H (1.402, 2.659, 0.515)
H (-2.625, 1.323, 1.224)
H (-3.090, 3.403, 2.544)
H (1.886, -0.118, -2.064)
H (4.411, -0.320, -2.032)
H (5.665, -0.236, 0.136)
H (4.403, 0.136, 2.303)
H (1.886, 0.293, 2.257)
H (-0.213, 0.360, 3.059)
H (-1.047, -1.251, 4.766)
H (-2.007, -3.476, 4.118)
H (-2.016, -4.067, 1.672)
H (-1.177, -2.478, -0.052)

Computed properties:
Spin multiplicity   8
Largest force on an atom   5.83 eV/A
Total charge   +1
⟨S²⟩   15.776
LUMO level (spin up / spin down)   -4.540 / -4.469 eV
Kohn-Sham gap (spin up / spin down)   6.2 / 6.4 eV

3.
Density functional theory data (ωB97M-V/def2-TZVPD) for a structure of composition C23H16BCl3N13O4Sr at a distorted geometry.

Positions of all 61 atoms, in Å:
Sr (-0.754, -1.448, 0.316)
C (2.527, 0.158, -2.427)
C (1.784, -0.961, -2.039)
N (1.431, -0.870, -0.769)
N (1.936, 0.307, -0.295)
C (2.596, 0.936, -1.291)
B (1.863, 0.570, 1.268)
N (0.497, 1.220, 1.715)
C (0.323, 2.476, 2.174)
C (-0.992, 2.629, 2.551)
C (-1.570, 1.386, 2.285)
N (-0.679, 0.544, 1.787)
N (2.081, -0.828, 1.973)
C (3.246, -1.315, 2.451)
C (3.064, -2.625, 2.827)
C (1.723, -2.876, 2.520)
N (1.139, -1.807, 2.002)
N (2.949, 1.516, 1.775)
C (3.259, 1.706, 3.081)
C (4.094, 2.791, 3.169)
C (4.227, 3.223, 1.837)
N (3.533, 2.468, 1.005)
H (2.963, 0.372, -3.387)
H (1.490, -1.822, -2.618)
H (3.077, 1.878, -1.104)
H (1.144, 3.174, 2.189)
H (-1.459, 3.511, 2.953)
H (-2.593, 1.067, 2.408)
H (4.124, -0.695, 2.495)
H (3.791, -3.293, 3.252)
H (1.154, -3.785, 2.650)
H (2.854, 1.067, 3.848)
H (4.538, 3.208, 4.056)
H (4.797, 4.052, 1.450)
N (-1.126, -3.726, -0.619)
C (-1.454, -4.155, -1.639)
N (-2.018, -4.657, -2.709)
C (-1.450, -4.755, -3.856)
N (-1.030, -4.883, -4.944)
Cl (-4.168, -5.487, 3.758)
C (-2.521, -4.881, 3.940)
Cl (-2.242, -4.296, 5.575)
Cl (-1.347, -6.134, 3.520)
C (-2.340, -3.758, 3.000)
N (-2.191, -2.886, 2.275)
O (-2.695, -0.196, -0.459)
C (-2.150, -0.197, -1.599)
O (-1.332, -1.098, -1.991)
C (-2.409, 0.940, -2.538)
C (-1.440, 1.304, -3.467)
C (-1.668, 2.360, -4.335)
C (-2.881, 3.015, -4.257)
C (-3.866, 2.679, -3.347)
C (-3.612, 1.635, -2.473)
N (-3.145, 4.133, -5.200)
O (-2.272, 4.415, -5.995)
O (-4.223, 4.685, -5.130)
H (-0.509, 0.755, -3.498)
H (-0.933, 2.673, -5.061)
H (-4.792, 3.232, -3.329)
H (-4.343, 1.352, -1.728)

Computed properties:
Spin multiplicity   2
Largest force on an atom   1.05 eV/A
⟨S²⟩   0.786
LUMO level (spin up / spin down)   -0.236 / -4.787 eV
Kohn-Sham gap (spin up / spin down)   8.8 / 4.2 eV

4.
Density functional theory data (ωB97M-V/def2-TZVPD) for a cluster of 2 separate species, C23H16F14NO5PS in total.

Positions of all 61 atoms, in Å:
O (5.347, -1.739, 1.487)
P (3.950, -0.939, 1.802)
O (4.503, -0.046, 3.076)
C (4.172, 0.339, 0.519)
C (5.044, 0.118, -0.543)
C (5.173, 1.060, -1.556)
C (4.424, 2.226, -1.517)
C (3.555, 2.471, -0.462)
C (3.429, 1.523, 0.551)
S (2.326, 1.831, 1.899)
C (1.105, 2.821, 1.084)
C (-0.217, 2.799, 1.554)
C (-0.573, 1.840, 2.664)
C (-1.951, 1.986, 3.304)
C (-3.181, 1.326, 2.699)
F (-3.677, 2.015, 1.636)
F (-4.148, 1.364, 3.658)
C (-3.120, -0.182, 2.260)
F (-2.190, -0.833, 3.001)
F (-4.315, -0.747, 2.513)
C (-2.876, -0.426, 0.734)
F (-1.916, 0.389, 0.254)
F (-4.023, -0.132, 0.103)
C (-2.511, -1.912, 0.360)
F (-3.070, -2.158, -0.844)
F (-3.041, -2.758, 1.258)
C (-0.988, -2.196, 0.211)
F (-0.579, -1.746, -0.990)
F (-0.289, -1.564, 1.166)
C (-0.644, -3.703, 0.308)
F (-0.707, -4.112, 1.579)
F (0.587, -3.902, -0.159)
F (-1.491, -4.447, -0.418)
C (-1.134, 3.658, 0.959)
C (-0.760, 4.489, -0.091)
C (0.540, 4.470, -0.568)
C (1.486, 3.649, 0.032)
N (2.821, 3.688, -0.458)
H (5.955, -1.619, 2.223)
H (3.914, -0.190, 3.824)
H (5.627, -0.788, -0.576)
H (5.851, 0.880, -2.375)
H (4.516, 2.951, -2.310)
H (0.152, 1.976, 3.465)
H (-0.401, 0.838, 2.302)
H (-1.899, 1.588, 4.313)
H (-2.194, 3.041, 3.401)
H (-2.157, 3.680, 1.293)
H (-1.504, 5.126, -0.543)
H (0.827, 5.097, -1.397)
H (3.352, 4.452, -0.063)
O (-1.350, -5.147, -6.757)
C (-1.750, -4.533, -5.832)
O (-1.342, -4.696, -4.550)
C (-1.929, -3.666, -3.750)
C (-3.136, -3.274, -4.577)
F (-3.434, -1.957, -4.473)
O (-2.705, -3.559, -5.894)
H (-1.235, -2.829, -3.660)
H (-2.182, -4.038, -2.763)
H (-4.038, -3.851, -4.366)

Computed properties:
Spin multiplicity   1
Largest force on an atom   0.59 eV/A
Structure (SMILES)   OP(O)c1cccc2c1Sc1c(CCC(F)(F)C(F)(F)C(F)(F)C(F)(F)C(F)(F)C(F)(F)F)cccc1N2.O=C1OC[C@@H](F)O1
LUMO level   0.191 eV
Kohn-Sham gap   8.3 eV

5.
Density functional theory data (ωB97M-V/def2-TZVPD) for an isolated molecule of C23H16INO4 at a distorted geometry.

Positions of all 45 atoms, in Å:
O (3.102, -1.672, -3.271)
C (1.966, -1.558, -2.870)
C (0.910, -2.279, -3.653)
C (0.813, -3.663, -3.554)
C (-0.055, -4.429, -4.527)
C (-0.155, -5.801, -4.464)
C (-0.829, -6.553, -5.488)
C (-1.340, -5.897, -6.620)
C (-1.093, -4.512, -6.777)
C (-0.428, -3.790, -5.698)
C (1.672, -0.958, -1.515)
C (2.625, -0.702, -0.543)
C (2.272, 0.156, 0.546)
C (0.965, 0.557, 0.760)
O (0.533, 1.431, 1.697)
C (1.340, 2.163, 2.590)
C (0.534, 2.502, 3.780)
C (0.224, 3.744, 4.166)
C (-0.801, 3.638, 5.162)
C (-1.594, 4.796, 5.753)
C (-1.735, 6.051, 5.223)
C (-2.600, 6.831, 6.190)
C (-2.785, 6.029, 7.251)
I (-3.651, 6.199, 9.335)
O (-2.312, 4.766, 6.981)
N (-0.919, 2.357, 5.473)
O (0.057, 1.649, 4.630)
C (0.009, 0.153, -0.078)
C (0.314, -0.518, -1.237)
H (0.130, -1.698, -4.099)
H (1.547, -4.189, -2.828)
H (0.438, -6.376, -3.749)
H (-0.822, -7.572, -5.367)
H (-1.829, -6.446, -7.428)
H (-1.334, -3.992, -7.661)
H (-0.155, -2.761, -5.781)
H (3.628, -1.050, -0.830)
H (3.063, 0.385, 1.248)
H (2.113, 1.562, 3.023)
H (1.879, 2.971, 2.112)
H (0.335, 4.702, 3.644)
H (-1.522, 6.276, 4.167)
H (-3.034, 7.759, 6.203)
H (-1.020, 0.368, 0.150)
H (-0.459, -0.628, -2.047)

Computed properties:
Spin multiplicity   1
Largest force on an atom   3.87 eV/A
Structure (SMILES)   O=C(/C=C/c1ccccc1)c1ccc(OCc2cc(-c3ccc(I)o3)no2)cc1
LUMO level   -0.443 eV
Kohn-Sham gap   8.2 eV

6.
Density functional theory data (ωB97M-V/def2-TZVPD) for an isolated molecule of C23H16N6O2 at a distorted geometry.

Positions of all 47 atoms, in Å:
N (2.161, 5.267, -6.022)
C (1.940, 4.933, -4.941)
C (1.543, 4.601, -3.618)
C (2.434, 4.649, -2.519)
C (2.136, 4.098, -1.184)
C (0.873, 3.587, -1.077)
N (0.511, 2.915, 0.041)
N (1.310, 2.079, 0.607)
C (0.577, 1.198, 1.515)
C (0.195, -0.098, 0.969)
C (0.186, -0.689, -0.289)
N (-0.379, -1.989, -0.098)
C (-0.736, -2.985, -1.094)
C (-0.964, -2.585, -2.440)
C (-1.200, -3.575, -3.406)
C (-1.184, -4.926, -3.085)
C (-1.042, -5.297, -1.757)
C (-0.856, -4.314, -0.705)
N (-0.780, -2.193, 1.166)
C (-0.474, -1.092, 1.840)
C (-0.469, -1.237, 3.314)
C (0.584, -2.062, 3.939)
C (0.715, -2.113, 5.312)
C (-0.096, -1.391, 6.132)
C (-1.100, -0.568, 5.637)
C (-1.323, -0.552, 4.210)
C (-0.134, 3.770, -2.136)
N (-1.467, 3.241, -2.115)
O (-2.446, 3.795, -2.548)
O (-1.590, 2.146, -1.544)
C (0.222, 4.222, -3.448)
H (3.459, 5.027, -2.761)
H (2.932, 4.006, -0.490)
H (-0.323, 1.682, 1.930)
H (1.111, 1.078, 2.398)
H (0.353, -0.263, -1.310)
H (-0.815, -1.638, -2.923)
H (-1.386, -3.315, -4.457)
H (-1.391, -5.739, -3.870)
H (-0.942, -6.340, -1.592)
H (-0.714, -4.691, 0.358)
H (1.205, -2.637, 3.339)
H (1.498, -2.753, 5.682)
H (0.152, -1.434, 7.190)
H (-1.693, -0.020, 6.335)
H (-2.088, -0.019, 3.739)
H (-0.508, 4.217, -4.226)

Computed properties:
Spin multiplicity   1
Largest force on an atom   5.51 eV/A
Structure (SMILES)   N#Cc1ccc(/N=N/Cc2cn(-c3ccccc3)nc2-c2ccccc2)c([N+](=O)[O-])c1
LUMO level   -1.455 eV
Kohn-Sham gap   7.0 eV